[1]
This record from the Open Molecules 2025 dataset describes the molecule C22H32O4. The level of theory is wB97M-V/def2-TZVPD.

Results
Orbital gap in eV: 9.122
LUMO in Ha: 0.010
Highest occupied orbital energy in eV: -8.852

```
! RIJCOSX wB97M-V def2-TZVPD def2/J DEFGRID3
* xyz 0 1
C 0.40749 -2.79560 1.21671
C 0.40535 -1.33276 0.77431
C -1.02854 -0.81715 0.59334
C -1.73184 -1.42260 -0.62050
C -2.98772 -0.68060 -1.08408
C -4.21626 -0.65585 -0.14531
C -4.12616 0.46288 0.89818
C -4.45241 -2.00477 0.53080
O -5.37379 -0.43429 -0.95012
C 1.17050 -0.47738 1.79540
C 1.97586 0.69062 1.18625
C 1.10078 1.70157 0.48641
C 1.05812 1.77920 -0.85379
C 0.17300 2.71426 -1.61712
C -1.00973 3.14344 -0.75787
C -0.50782 3.65452 0.58529
C 0.31468 2.61462 1.32438
O 0.34479 2.57176 2.53561
O 1.84334 1.02341 -1.67203
C 2.86111 0.31421 -1.10743
C 3.01295 0.17120 0.21945
C 4.18591 -0.50897 0.77900
O 4.37431 -0.59958 1.97357
C 5.18126 -1.05972 -0.22554
C 4.51717 -1.46685 -1.53333
C 3.79337 -0.26374 -2.12515
H 1.42799 -3.15886 1.31832
H -0.08910 -2.89930 2.17904
H -0.10541 -3.42409 0.49302
H 0.91898 -1.27500 -0.19300
H -0.99727 0.26738 0.47980
H -1.58750 -1.04100 1.50309
H -1.98277 -2.46447 -0.42456
H -1.03080 -1.41055 -1.46099
H -2.72045 0.35167 -1.33291
H -3.32392 -1.15957 -2.00875
H -3.30534 0.30128 1.58737
H -5.05431 0.50003 1.46455
H -3.98495 1.42801 0.41152
H -4.48590 -2.79143 -0.21777
H -3.67338 -2.22113 1.25387
H -5.41229 -1.97921 1.03948
H -5.30994 0.44026 -1.34875
H 0.47855 -0.06566 2.53067
H 1.88791 -1.10073 2.33034
H 2.48100 1.18186 2.02666
H -0.15541 2.21789 -2.53262
H 0.75883 3.59132 -1.91255
H -1.58150 3.92021 -1.26846
H -1.67055 2.28958 -0.59380
H -1.33241 3.96450 1.22896
H 0.13877 4.52451 0.43347
H 5.70743 -1.89716 0.23477
H 5.91719 -0.27125 -0.41245
H 5.26312 -1.84049 -2.23620
H 3.79897 -2.26725 -1.34280
H 3.22033 -0.53460 -3.01404
H 4.51843 0.50143 -2.42177
*
```

[2]
This record from the Open Molecules 2025 dataset describes a structure of composition C22H33AsN2OPdSi2. The level of theory is wB97M-V/def2-TZVPD.

Results
Orbital gap (alpha / beta) in eV: 8.230 / 6.388
Expectation value of S²: 6.056
LUMO (alpha / beta) in Ha: -0.200 / -0.311
Highest occupied orbital energy (alpha / beta) in eV: -13.686 / -14.848

```
! RIJCOSX wB97M-V def2-TZVPD def2/J DEFGRID3
* xyz 2 5
Pd -0.44750 -0.07285 1.33787
C -3.65105 0.14247 3.99196
C -2.16839 0.13645 3.77672
C -1.45804 1.32999 3.60272
C -0.07135 1.33553 3.44838
C 0.64338 0.12491 3.47050
C -0.06228 -1.08313 3.62028
C -1.44939 -1.06571 3.77609
H -4.11875 -0.73689 3.55072
H -4.11046 1.03469 3.57030
H -3.87419 0.12947 5.06058
H -1.99426 2.27063 3.59113
H 0.45534 2.27353 3.33802
H 1.72267 0.12202 3.40400
H 0.47675 -2.02099 3.65463
H -1.98084 -2.00066 3.90720
O -1.44523 1.46117 0.16040
C -2.11891 1.39581 -0.90010
C -2.48977 2.64284 -1.52569
C -3.13080 2.67054 -2.72508
C -3.45650 1.45924 -3.35906
C -3.16227 0.23298 -2.76113
C -2.52859 0.15140 -1.53738
C -2.33770 -1.13949 -0.89222
N -1.59933 -1.43347 0.17182
C -1.73318 -2.77732 0.40763
C -2.58361 -3.30859 -0.51103
N -2.94055 -2.27353 -1.32650
H -2.20403 3.54205 -0.99671
H -3.38501 3.60907 -3.19749
H -3.95138 1.46975 -4.32036
H -3.44831 -0.65881 -3.30287
H -1.22542 -3.26797 1.21970
H -2.96021 -4.30591 -0.65325
H -3.60715 -2.34149 -2.07830
C 2.06265 -3.44169 -0.09555
Si 2.35103 -1.98435 -1.21661
C 4.14727 -1.73826 -1.63580
C 1.24264 -2.01322 -2.72142
As 1.63679 -0.03397 -0.04698
Si 2.71549 2.03259 -0.57821
C 4.47217 1.92000 0.02264
C 2.57656 2.14570 -2.43603
C 1.73013 3.34968 0.29636
H 2.49951 -4.33493 -0.54859
H 0.99728 -3.62993 0.04357
H 2.52842 -3.31254 0.88250
H 4.50561 -2.61140 -2.18745
H 4.76660 -1.64111 -0.74287
H 4.31207 -0.86401 -2.26726
H 1.46988 -2.89658 -3.32410
H 1.38441 -1.13589 -3.35427
H 0.18868 -2.06974 -2.43887
H 5.01069 1.08857 -0.43379
H 4.53115 1.81240 1.10639
H 4.99856 2.83944 -0.24647
H 3.10311 1.33584 -2.94326
H 3.02991 3.08387 -2.76790
H 1.53844 2.14556 -2.77201
H 1.74496 3.21567 1.37913
H 0.68973 3.36008 -0.03227
H 2.16258 4.33050 0.08560
*
```

[3]
This record from the Open Molecules 2025 dataset describes a structure of composition C22H33B2BrF8N4O3Sn. The level of theory is wB97M-V/def2-TZVPD.

Results
Orbital gap (alpha / beta) in eV: 5.842 / 5.139
LUMO (alpha / beta) in Ha: -0.298 / -0.323
Highest occupied orbital energy (alpha / beta) in eV: -13.954 / -13.934

```
! RIJCOSX wB97M-V def2-TZVPD def2/J DEFGRID3
* xyz 2 1
Sn -0.35253 -0.12393 0.37066
C 0.53407 -3.57353 -0.82633
N 1.67606 -2.71767 -0.53673
C 2.34465 -3.14458 0.68909
C 2.59021 -2.64170 -1.66274
C 3.59755 -1.50702 -1.56724
N 3.09765 -0.17273 -1.85681
C 3.94307 0.93703 -1.48003
C 2.21426 0.01724 -2.98208
H 0.82923 -4.61486 -1.01324
H -0.01033 -3.20470 -1.69452
H -0.13801 -3.57879 0.03359
H 2.67518 -4.19037 0.61997
H 1.65718 -3.06192 1.52923
H 3.20751 -2.52538 0.91420
H 2.00098 -2.58370 -2.57936
H 3.19980 -3.55674 -1.75183
H 4.40217 -1.67779 -2.29964
H 4.06364 -1.46082 -0.58580
H 4.67581 1.07846 -2.28551
H 4.45181 0.72286 -0.54677
H 3.34778 1.84304 -1.38569
H 2.72386 -0.35790 -3.87730
H 2.00072 1.07593 -3.09833
H 1.29138 -0.54493 -2.84176
C -0.29045 2.54710 2.62826
O -0.80412 2.26534 1.31128
C -1.35517 3.31412 0.62326
C -1.55400 4.57659 1.15604
C -2.21864 5.54878 0.41039
Br -2.47647 7.25258 1.15603
C -2.70936 5.26263 -0.84018
C -2.46760 3.99794 -1.40914
C -1.76410 3.03442 -0.68060
O -1.45332 1.78159 -1.13390
C -3.00472 3.78384 -2.73382
N -4.04061 4.52301 -3.20270
C -4.28984 4.06479 -4.41936
C -5.27604 4.50128 -5.35700
C -5.27261 3.90943 -6.58072
C -4.33567 2.88484 -6.90007
C -3.36670 2.42301 -6.00097
C -3.37350 3.01077 -4.76626
N -2.56920 2.88718 -3.65075
H -1.10184 2.86337 3.28530
H 0.48261 3.31154 2.57957
H 0.16000 1.62882 2.99347
H -1.22733 4.81710 2.15535
H -3.27956 5.99004 -1.39713
H -2.13620 1.38760 -1.71676
H -5.99118 5.26096 -5.07622
H -5.99223 4.20750 -7.32944
H -4.37724 2.43856 -7.88476
H -2.66456 1.65272 -6.28540
H -1.83676 2.20591 -3.52374
F -0.86275 -0.86216 -2.19497
B -2.29850 -0.98463 -2.06193
F -2.56394 -0.75246 -0.67002
F -2.83392 0.12279 -2.76245
F -2.73905 -2.16924 -2.49679
F 1.62980 1.26330 0.75764
B 2.29433 0.56177 1.87898
F 1.30916 -0.43662 2.23398
F 3.42688 -0.03651 1.39335
F 2.48316 1.42043 2.89855
C -2.08748 -1.76456 4.08667
C -2.43661 -1.45746 2.65200
O -1.77907 -0.23053 2.20565
H -2.53646 -2.71463 4.37447
H -2.47876 -0.99957 4.75961
H -1.00859 -1.83606 4.22210
H -3.50884 -1.33651 2.50098
H -2.08391 -2.23637 1.97463
H -1.98333 0.48393 2.82125
*
```

The records above yield energy above the lowest of the compared OMol25 structures with the same formula, charge and spin values of 0.0 0.0 13.2 kcal per mole, respectively.